{"formula": "C37H53Cl2F8IN3O3", "method": "wB97M-V/def2-TZVPD", "elements": ["C", "O", "C", "C", "C", "C", "C", "C", "C", "C", "C", "C", "C", "C", "O", "C", "F", "F", "F", "C", "C", "Cl", "C", "C", "Cl", "C", "N", "C", "C", "C", "F", "F", "C", "F", "F", "F", "N", "C", "C", "C", "C", "C", "I", "H", "H", "H", "H", "H", "H", "H", "H", "H", "H", "H", "H", "H", "H", "H", "H", "H", "H", "H", "H", "H", "H", "H", "H", "H", "H", "H", "H", "H", "H", "H", "H", "H", "H", "H", "C", "C", "C", "C", "C", "C", "N", "O", "C", "C", "C", "H", "H", "H", "H", "H", "H", "H", "H", "H", "H", "H", "H", "H", "H", "H", "H", "H", "H"], "xyz": [[4.350, 1.723, 2.497], [5.138, 0.656, 1.958], [4.448, 0.097, 0.837], [3.304, -0.899, 1.274], [3.130, -1.953, 0.085], [1.687, -2.601, 0.246], [0.826, -2.180, -1.040], [-0.356, -3.226, -1.167], [-1.507, -2.995, -0.080], [-2.897, -2.811, -0.863], [-3.863, -1.996, 0.039], [-4.061, -0.501, -0.070], [-3.261, 0.216, -1.203], [-4.031, 0.349, -2.577], [-3.548, 1.564, -3.189], [-3.743, -0.794, -3.610], [-4.485, -1.901, -3.283], [-2.426, -1.058, -3.830], [-4.246, -0.365, -4.835], [-4.953, 0.194, 0.850], [-5.143, 1.739, 0.798], [-3.521, 2.487, 1.266], [-5.680, 2.280, -0.575], [-6.942, 1.527, -1.119], [-6.231, 4.014, -0.247], [-5.701, -0.591, 1.880], [-6.528, 0.125, 2.726], [-7.200, -0.643, 3.602], [-7.042, -2.109, 3.635], [-7.915, -2.887, 4.689], [-9.059, -2.156, 4.958], [-8.340, -4.109, 4.195], [-7.146, -3.196, 6.037], [-6.266, -2.236, 6.413], [-6.583, -4.433, 5.986], [-8.102, -3.252, 7.038], [-6.229, -2.868, 2.877], [-5.565, -2.041, 1.993], [-4.605, -2.705, 1.052], [-4.418, -4.257, 1.183], [-5.345, -5.054, 0.165], [-5.317, -6.579, 0.630], [-7.004, -7.077, 1.909], [3.463, 1.364, 3.082], [4.020, 2.423, 1.676], [5.023, 2.332, 3.164], [5.154, -0.470, 0.172], [3.969, 0.875, 0.173], [3.514, -1.420, 2.242], [2.311, -0.384, 1.386], [3.868, -2.799, 0.186], [3.234, -1.452, -0.912], [1.111, -2.218, 1.125], [1.740, -3.720, 0.252], [0.456, -1.119, -0.915], [1.469, -2.160, -1.966], [-0.733, -3.169, -2.221], [0.115, -4.245, -1.061], [-1.267, -2.067, 0.497], [-1.495, -3.903, 0.568], [-3.280, -3.834, -1.093], [-2.628, -2.322, -1.824], [-2.302, -0.359, -1.351], [-2.928, 1.253, -0.928], [-5.138, 0.399, -2.444], [-4.295, 2.140, -3.416], [-5.851, 2.115, 1.583], [-4.838, 2.382, -1.298], [-7.074, 1.857, -2.193], [-7.870, 1.885, -0.597], [-6.850, 0.415, -1.147], [-7.908, -0.162, 4.316], [-4.708, -4.627, 2.204], [-3.363, -4.583, 1.019], [-4.995, -4.957, -0.895], [-6.384, -4.638, 0.211], [-4.406, -6.709, 1.277], [-5.232, -7.288, -0.229], [8.982, 2.163, -1.219], [7.653, 2.595, -1.898], [7.906, 3.392, -3.197], [8.252, 4.862, -3.006], [7.247, 5.533, -2.078], [7.125, 4.802, -0.734], [6.820, 3.346, -0.901], [5.538, 3.251, -1.269], [8.440, 5.016, 0.050], [6.068, 5.510, 0.133], [7.030, 1.257, -2.340], [9.198, 2.690, -0.293], [8.958, 1.112, -0.921], [9.839, 2.298, -1.884], [7.009, 3.349, -3.826], [8.698, 2.912, -3.779], [9.272, 4.966, -2.624], [8.240, 5.367, -3.976], [7.546, 6.573, -1.916], [6.272, 5.573, -2.576], [8.424, 4.480, 1.002], [8.583, 6.075, 0.276], [9.330, 4.714, -0.500], [5.091, 5.559, -0.349], [6.366, 6.541, 0.336], [5.952, 5.006, 1.096], [6.743, 0.643, -1.482], [7.744, 0.681, -2.933], [6.148, 1.396, -2.968]], "mulliken_charge": [-0.628, -0.419, -0.430, -0.465, -0.615, -0.627, -0.639, -1.012, -0.465, -0.734, -0.102, 2.084, -0.826, 0.246, -0.622, 0.604, -0.245, -0.222, -0.326, -0.181, -0.860, -0.173, 0.488, -1.468, -0.169, 0.146, -0.516, -0.823, 0.137, 0.754, -0.309, -0.239, 0.721, -0.244, -0.218, -0.270, -0.309, 0.396, 0.729, -1.429, -0.206, -1.141, 0.015, 0.261, 0.252, 0.260, 0.205, 0.317, 0.205, 0.388, 0.258, 0.372, 0.305, 0.431, 0.102, 0.502, 0.385, 0.533, 0.442, 0.201, 0.023, -0.140, -0.110, 0.467, -0.027, 0.395, 0.602, 0.207, 0.402, 0.421, 0.315, 0.439, 0.547, 0.105, 0.282, 0.386, 0.393, 0.474, -1.686, 1.835, -1.434, -0.500, -1.206, 1.760, 0.457, -0.571, -1.962, -1.846, -1.776, 0.378, 0.460, 0.287, 0.385, 0.405, 0.272, 0.402, 0.394, 0.360, 0.395, 0.436, 0.416, 0.361, 0.436, 0.401, 0.329, 0.430, 0.393], "lumo_energy_ev": [-1.2, -1.2], "max_force_ev_per_a": 3.879, "multiplicity": 2, "s2": 0.75, "gap_ev": [7.660, 7.846]}

***

{"formula": "C10H15N2", "method": "wB97M-V/def2-TZVPD", "elements": ["C", "C", "C", "N", "C", "C", "C", "C", "C", "N", "C", "C", "H", "H", "H", "H", "H", "H", "H", "H", "H", "H", "H", "H", "H", "H", "H"], "xyz": [[4.087, -1.195, 0.942], [3.876, 0.005, 0.389], [2.994, 0.242, -0.814], [1.558, 0.414, -0.438], [1.163, 0.883, 0.737], [-0.164, 0.996, 1.069], [-1.115, 0.601, 0.142], [-2.610, 0.639, 0.408], [-3.268, -0.690, -0.044], [-4.711, -0.691, 0.298], [-0.677, 0.140, -1.114], [0.654, 0.056, -1.373], [4.175, -1.251, 2.030], [4.228, -2.124, 0.386], [4.389, 0.864, 0.835], [3.019, -0.685, -1.406], [3.338, 1.039, -1.482], [1.916, 1.187, 1.458], [-0.462, 1.361, 2.047], [-3.062, 1.448, -0.180], [-2.797, 0.769, 1.481], [-3.213, -0.721, -1.146], [-2.765, -1.567, 0.379], [-5.122, -1.430, -0.269], [-5.078, 0.171, -0.106], [-1.365, -0.155, -1.897], [1.011, -0.306, -2.332]], "mulliken_charge": [-0.579, -0.549, -0.501, 0.149, 0.014, -0.863, 0.963, -0.732, -0.477, -0.663, -0.576, -0.350, 0.257, 0.277, 0.460, 0.429, 0.297, 0.435, 0.419, 0.358, 0.322, 0.285, 0.352, 0.270, 0.248, 0.346, 0.407], "lumo_energy_ev": -4.1, "max_force_ev_per_a": 2.004, "smiles": "C=CC[n+]1ccc(CCN)cc1", "gap_ev": 8.420, "e_above_lowest_kj_mol": 230.0, "total_charge": 1}

***

{"formula": "C5H16O3", "method": "wB97M-V/def2-TZVPD", "elements": ["C", "C", "C", "C", "C", "H", "H", "H", "H", "H", "H", "H", "H", "H", "H", "O", "H", "H", "O", "H", "H", "O", "H", "H"], "xyz": [[1.582, 1.406, -1.210], [0.556, 0.703, -0.347], [-0.074, -0.439, -0.770], [-0.895, -1.195, 0.190], [-0.077, -0.878, -2.261], [2.018, 2.328, -0.739], [2.425, 0.768, -1.586], [1.101, 1.658, -2.182], [0.480, 1.057, 0.645], [-0.614, -0.746, 1.187], [-0.600, -2.279, 0.278], [-1.995, -1.212, -0.042], [0.749, -0.389, -2.915], [-1.035, -0.822, -2.824], [0.199, -1.999, -2.422], [1.765, -1.133, 1.712], [2.313, -1.845, 1.538], [2.054, -0.407, 1.258], [-0.664, 0.524, 3.166], [-1.107, -0.084, 3.811], [-0.122, -0.102, 2.828], [-2.465, 1.402, 0.059], [-2.400, 1.874, 0.977], [-3.196, 1.811, -0.351]], "mulliken_charge": [-1.541, -0.661, 1.129, -0.731, -1.160, 0.340, 0.292, 0.351, 0.708, -0.252, 0.323, 0.324, 0.291, 0.263, 0.274, -0.562, 0.271, 0.295, -0.569, 0.319, 0.299, -0.567, 0.300, 0.262], "lumo_energy_ev": 0.7, "max_force_ev_per_a": 4.913, "smiles": "CC=C(C)C.O.O.O", "gap_ev": 8.936, "e_above_lowest_kj_mol": 167.9}

***

{"formula": "C24H21NO6", "method": "wB97M-V/def2-TZVPD", "elements": ["C", "C", "C", "C", "O", "O", "C", "C", "C", "O", "C", "O", "C", "C", "C", "C", "C", "N", "C", "O", "C", "C", "C", "C", "C", "C", "C", "O", "C", "C", "C", "H", "H", "H", "H", "H", "H", "H", "H", "H", "H", "H", "H", "H", "H", "H", "H", "H", "H", "H", "H", "H"], "xyz": [[5.263, 1.639, 1.854], [4.845, 0.672, 0.796], [5.702, 0.254, -0.160], [5.328, -0.681, -1.204], [6.048, -1.060, -2.092], [4.041, -1.158, -1.166], [3.160, -0.766, -0.225], [1.877, -1.305, -0.308], [0.921, -0.907, 0.604], [-0.393, -1.311, 0.532], [-0.744, -2.585, 0.229], [0.041, -3.481, 0.101], [-2.238, -2.698, 0.055], [-3.039, -1.745, 0.943], [-4.486, -1.566, 0.464], [-5.011, -0.153, 0.737], [-4.691, 0.830, -0.394], [-3.276, 0.987, -0.656], [-2.453, 1.849, 0.057], [-2.805, 2.524, 0.991], [-1.117, 1.739, -0.580], [0.070, 2.383, -0.304], [1.170, 2.084, -1.103], [1.078, 1.162, -2.134], [-0.121, 0.511, -2.411], [-1.212, 0.816, -1.625], [-2.610, 0.324, -1.675], [-3.111, -0.479, -2.422], [1.232, 0.016, 1.606], [2.500, 0.533, 1.690], [3.494, 0.160, 0.777], [5.136, 1.197, 2.841], [4.655, 2.541, 1.807], [6.307, 1.914, 1.726], [6.723, 0.600, -0.200], [1.660, -2.020, -1.083], [-2.431, -2.460, -0.996], [-2.524, -3.738, 0.214], [-2.541, -0.777, 0.947], [-3.031, -2.113, 1.971], [-5.126, -2.297, 0.960], [-4.545, -1.757, -0.609], [-6.098, -0.175, 0.835], [-4.600, 0.225, 1.675], [-5.089, 1.817, -0.140], [-5.145, 0.480, -1.325], [0.136, 3.099, 0.500], [2.111, 2.578, -0.917], [1.948, 0.948, -2.736], [-0.201, -0.204, -3.215], [0.461, 0.311, 2.300], [2.732, 1.241, 2.470]], "mulliken_charge": [-1.656, 1.341, -0.579, -0.015, -0.622, -0.559, -0.364, 0.053, -0.305, 0.133, 0.343, -0.588, -0.764, -0.125, -0.885, -0.759, -1.033, 0.258, -0.048, -0.657, 0.746, -0.521, -0.361, -0.617, -0.649, 0.654, 0.047, -0.635, -0.991, -0.691, 1.203, 0.382, 0.359, 0.371, 0.433, 0.570, 0.226, 0.460, -0.140, 0.538, 0.583, 0.347, 0.387, 0.347, 0.415, 0.421, 0.516, 0.444, 0.449, 0.545, 0.530, 0.464], "lumo_energy_ev": -0.5, "max_force_ev_per_a": 1.079, "smiles": "Cc1cc(=O)oc2cc(OC(=O)CCCCCN3C(=O)c4ccccc4C3=O)ccc12", "gap_ev": 8.386, "e_above_lowest_kj_mol": 0.0}

***

{"formula": "C23H76N6O15", "method": "wB97M-V/def2-TZVPD", "elements": ["C", "O", "H", "H", "H", "H", "C", "O", "H", "H", "H", "H", "C", "O", "H", "H", "H", "H", "C", "O", "H", "H", "H", "H", "C", "O", "H", "H", "H", "H", "C", "O", "H", "H", "H", "H", "C", "O", "H", "H", "H", "H", "C", "O", "H", "H", "H", "H", "C", "O", "N", "N", "H", "H", "H", "H", "C", "O", "N", "N", "H", "H", "H", "H", "C", "O", "N", "N", "H", "H", "H", "H", "C", "C", "C", "O", "H", "H", "H", "H", "H", "H", "H", "H", "C", "C", "C", "O", "H", "H", "H", "H", "H", "H", "H", "H", "C", "C", "C", "O", "H", "H", "H", "H", "H", "H", "H", "H", "C", "C", "C", "O", "H", "H", "H", "H", "H", "H", "H", "H"], "xyz": [[-0.188, 1.735, 3.686], [0.389, 0.524, 4.121], [0.369, 2.563, 4.142], [-0.232, 1.878, 2.605], [-1.203, 1.817, 4.070], [1.340, 0.518, 3.945], [-3.849, 1.288, 3.025], [-3.283, 2.453, 2.434], [-4.706, 1.537, 3.660], [-4.220, 0.669, 2.212], [-3.144, 0.723, 3.637], [-2.946, 3.072, 3.086], [-1.300, -2.267, -2.543], [-2.406, -2.225, -3.423], [-1.622, -2.358, -1.504], [-0.632, -3.092, -2.804], [-0.655, -1.392, -2.672], [-2.597, -1.282, -3.544], [3.437, 0.469, 2.324], [3.187, 0.273, 3.719], [2.509, 0.281, 1.784], [3.751, 1.494, 2.136], [4.179, -0.228, 1.928], [4.033, 0.350, 4.168], [-0.835, 5.737, 0.280], [0.274, 6.001, 1.144], [-0.876, 4.655, 0.221], [-1.772, 6.161, 0.648], [-0.656, 6.210, -0.691], [0.465, 6.943, 1.140], [1.830, 4.298, -1.711], [2.586, 5.166, -2.543], [1.993, 3.243, -1.943], [2.074, 4.448, -0.653], [0.788, 4.575, -1.847], [3.518, 4.950, -2.449], [-3.769, 1.228, -3.357], [-2.634, 0.548, -3.899], [-4.707, 0.742, -3.639], [-3.646, 1.270, -2.279], [-3.854, 2.263, -3.707], [-2.545, 0.786, -4.825], [2.074, -2.733, 3.046], [2.767, -3.986, 2.964], [1.014, -2.889, 3.212], [2.437, -2.156, 3.902], [2.283, -2.131, 2.158], [3.713, -3.824, 2.946], [-0.564, -4.760, 1.322], [-0.522, -3.550, 1.113], [0.232, -5.371, 2.247], [-1.359, -5.625, 0.613], [0.136, -6.356, 2.411], [0.988, -4.852, 2.665], [-1.934, -5.359, -0.163], [-1.448, -6.552, 0.990], [5.791, 2.531, -0.992], [6.559, 3.466, -0.850], [5.979, 1.488, -1.869], [4.600, 2.364, -0.326], [6.757, 1.416, -2.496], [5.200, 0.863, -1.990], [3.954, 1.733, -0.777], [4.372, 2.890, 0.493], [-2.426, -2.227, 4.256], [-2.714, -1.785, 5.362], [-3.010, -3.370, 3.753], [-1.481, -1.652, 3.453], [-2.950, -3.579, 2.773], [-3.734, -3.752, 4.331], [-0.970, -0.863, 3.825], [-1.238, -2.102, 2.586], [1.994, -4.372, -1.647], [1.785, -5.601, -2.520], [1.514, -6.872, -1.691], [0.681, -5.410, -3.404], [2.650, -4.500, -0.782], [1.047, -4.078, -1.171], [2.387, -3.544, -2.233], [2.685, -5.758, -3.118], [0.460, -6.863, -1.418], [2.140, -6.884, -0.798], [1.726, -7.735, -2.320], [0.067, -4.853, -2.914], [-6.350, 3.609, 0.559], [-5.087, 3.559, -0.300], [-4.135, 4.692, 0.029], [-4.452, 2.289, -0.210], [-7.094, 2.883, 0.241], [-6.770, 4.618, 0.481], [-6.159, 3.469, 1.627], [-5.431, 3.686, -1.330], [-3.286, 4.673, -0.656], [-3.781, 4.727, 1.059], [-4.647, 5.644, -0.150], [-3.968, 2.282, 0.629], [3.260, 1.300, -3.855], [2.461, 0.259, -3.084], [2.366, -1.022, -3.909], [3.027, -0.034, -1.795], [4.296, 0.980, -3.976], [3.243, 2.259, -3.336], [2.833, 1.374, -4.853], [1.426, 0.608, -2.989], [1.642, -0.878, -4.714], [2.042, -1.863, -3.300], [3.325, -1.296, -4.357], [2.284, -0.408, -1.290], [0.520, 1.406, -0.092], [0.012, 0.099, 0.482], [-1.486, -0.017, 0.369], [0.662, -0.964, -0.245], [1.582, 1.516, 0.139], [-0.003, 2.263, 0.331], [0.379, 1.385, -1.174], [0.347, 0.006, 1.522], [-1.791, 0.050, -0.685], [-2.003, 0.794, 0.880], [-1.870, -0.994, 0.671], [0.516, -1.783, 0.252]], "mulliken_charge": [-0.358, -0.596, 0.438, 0.093, 0.075, 0.213, -0.627, -0.485, 0.398, 0.241, 0.247, 0.237, 0.603, -0.643, 0.102, -0.344, -0.113, 0.414, -0.395, -0.571, -0.237, 0.454, 0.402, 0.294, -0.387, -0.545, -0.108, 0.427, 0.380, 0.288, 0.290, -0.608, -0.357, 0.214, 0.192, 0.307, -0.274, -0.482, 0.319, -0.110, 0.325, 0.228, 0.197, -0.667, -0.148, 0.329, -0.047, 0.328, 0.256, -0.179, -0.235, -0.370, 0.152, 0.063, 0.235, 0.132, 0.488, -0.674, -0.223, 0.033, 0.203, 0.115, -0.053, 0.198, 0.491, -0.721, -0.321, 0.313, 0.160, 0.242, 0.136, -0.368, -0.500, 0.456, -1.228, -0.571, 0.509, -0.199, 0.006, 0.380, 0.202, 0.312, 0.375, 0.304, -1.487, 0.621, -1.238, -0.465, 0.358, 0.420, 0.260, 0.344, 0.277, 0.228, 0.437, 0.093, -1.668, 1.706, -1.273, -0.640, 0.435, 0.251, 0.438, -0.190, 0.388, -0.051, 0.392, -0.180, -0.729, 1.824, -0.972, 1.586, -0.206, 0.011, 0.185, -0.486, -0.165, 0.042, 0.154, -0.756], "lumo_energy_ev": 0.2, "max_force_ev_per_a": 1.300, "gap_ev": 9.693, "e_above_lowest_kj_mol": 0.0}